Record 1
Below is the ion C2H3ClO3P with charge -1 in a non-equilibrium geometry, with properties calculated with wB97M-V/def2-TZVPD.

Each line ends with the Löwdin charge.
Positions of all 10 atoms, in Å:
1 C -0.395 0.067 0.549  -0.405
2 C -0.067 1.008 -0.598  -0.614
3 O -2.935 -0.966 -0.885  -0.357
4 O -4.087 1.015 0.247  -0.314
5 O -1.733 0.205 1.083  -0.302
6 P -2.890 0.321 -0.138  0.481
7 Cl 0.620 2.618 -0.239  0.387
8 H -0.468 -0.924 0.235  0.062
9 H 0.332 -0.035 1.383  0.106
10 H 0.525 0.520 -1.255  -0.044

## Properties
**ΔE to the lowest compared entry with this formula, charge and spin**: 3.0425 eV
**2S+1**: 1
**Charge**: -1
**Gap between HOMO and LUMO (alpha / beta)**: 0.25792 / 0.25802 Eh

Record 2
Below is an isolated molecule of C5H7NO in a non-equilibrium geometry, with properties calculated with wB97M-V/def2-TZVPD.

Each line ends with the Löwdin charge.
Positions of all 14 atoms, in Å:
1 O 1.460 2.218 -0.264  0.047
2 C 0.825 1.197 -0.079  -0.489
3 C 1.496 -0.142 0.219  -0.102
4 C 0.662 -1.386 -0.041  -0.108
5 C -0.679 -1.237 0.015  -0.131
6 C -1.405 0.052 0.155  -0.171
7 N -0.542 1.179 -0.138  0.071
8 H 1.759 -0.137 1.286  0.127
9 H 2.453 -0.143 -0.307  0.114
10 H 0.286 -1.689 -1.066  0.136
11 H -1.284 -2.135 -0.136  0.111
12 H -1.797 0.065 1.173  0.121
13 H -2.262 0.077 -0.532  0.130
14 H -0.972 2.081 -0.286  0.145

## Properties
**ΔE to the lowest compared entry with this formula, charge and spin**: 2.7048 eV
**2S+1**: 1
**Charge**: 0
**Gap between HOMO and LUMO**: 0.34190 Eh

Record 3
Below is an isolated molecule of C13H11F3N2OS in a non-equilibrium geometry, with properties calculated with wB97M-V/def2-TZVPD.

Each line ends with the Löwdin charge.
Positions of all 31 atoms, in Å:
1 O 0.729 3.897 -0.249  0.105
2 F -2.244 -2.676 1.305  0.090
3 F -2.511 -0.977 2.695  0.055
4 F -0.613 -2.022 2.883  0.108
5 S -1.632 1.255 1.274  1.093
6 C -0.227 3.264 -0.043  -0.546
7 C -0.352 1.852 0.240  -0.369
8 C -0.048 -0.596 0.241  -0.101
9 C 0.342 0.760 -0.191  -0.331
10 C -1.143 -0.461 1.044  -0.321
11 C 1.682 -4.257 -1.021  -0.094
12 C 2.547 -3.390 -0.390  -0.047
13 C 0.313 -4.051 -1.179  -0.067
14 C 1.971 -2.133 0.083  -0.012
15 C -0.173 -2.840 -0.868  -0.057
16 C 0.629 -1.910 -0.236  -0.165
17 N 1.333 0.868 -1.088  0.160
18 N -1.385 4.076 -0.027  -0.011
19 C -1.570 -1.612 1.945  -0.470
20 C -1.371 5.562 -0.241  -0.053
21 H 2.077 -5.206 -1.266  0.089
22 H 3.590 -3.707 -0.146  0.117
23 H -0.374 -4.793 -1.542  0.113
24 H 2.553 -1.372 0.624  0.124
25 H -1.200 -2.764 -1.060  0.108
26 H 1.749 1.767 -1.144  0.095
27 H 1.881 0.035 -0.975  0.074
28 H -2.275 3.737 0.293  0.084
29 H -0.612 6.061 0.329  0.074
30 H -2.348 5.951 0.022  0.075
31 H -1.319 5.682 -1.314  0.078

## Properties
**ΔE to the lowest compared entry with this formula, charge and spin**: 0.0000 eV
**2S+1**: 1
**Charge**: 0
**Gap between HOMO and LUMO**: 0.30802 Eh

Record 4
Below is a cluster of 2 separate species, C19H37BCl2FN3O4 in total in a non-equilibrium geometry, with properties calculated with wB97M-V/def2-TZVPD.

Each line ends with the Löwdin charge.
Positions of all 67 atoms, in Å:
1 C -2.756 1.826 4.464  -0.119
2 C -3.489 0.786 3.606  -0.264
3 C -2.567 0.144 2.566  -0.232
4 C -3.159 -1.117 1.954  -0.209
5 C -2.652 -1.418 0.540  -0.203
6 C -1.147 -1.204 0.372  -0.199
7 C -0.577 -1.941 -0.854  -0.105
8 C 0.867 -2.405 -0.750  -0.238
9 N 1.489 -2.588 0.577  0.142
10 C 2.783 -3.048 0.308  -0.378
11 O 3.422 -3.787 1.034  0.105
12 C 3.221 -2.453 -1.040  -0.141
13 C 3.431 -3.555 -2.121  -0.171
14 N 4.296 -4.667 -1.683  0.027
15 B 4.646 -1.744 -0.909  -0.580
16 O 5.722 -2.508 -0.487  0.162
17 O 4.874 -0.406 -1.142  0.183
18 C 1.966 -1.613 -1.428  -0.347
19 F 1.782 -1.588 -2.812  0.043
20 C 1.951 -0.155 -0.940  -0.082
21 C 2.231 0.904 -2.012  -0.165
22 C 0.919 1.334 -2.710  -0.180
23 C 0.493 2.701 -2.236  -0.205
24 N -0.864 3.106 -2.682  0.035
25 C -1.863 2.135 -2.364  -0.485
26 C -2.584 2.276 -1.039  -0.010
27 O -2.105 1.200 -3.126  0.068
28 H -3.275 1.936 5.411  0.071
29 H -2.746 2.768 3.936  -0.003
30 H -1.742 1.486 4.652  0.071
31 H -3.937 0.007 4.222  0.104
32 H -4.315 1.279 3.094  0.105
33 H -2.391 0.894 1.795  0.100
34 H -1.629 -0.073 3.073  0.109
35 H -3.002 -1.977 2.603  0.114
36 H -4.241 -0.991 1.896  0.108
37 H -3.197 -0.775 -0.152  0.101
38 H -2.912 -2.442 0.272  0.106
39 H -1.001 -0.133 0.243  0.087
40 H -0.632 -1.463 1.294  0.107
41 H -1.222 -2.793 -1.048  0.112
42 H -0.695 -1.266 -1.699  0.113
43 H 0.876 -3.398 -1.216  0.147
44 H 0.935 -3.217 1.143  0.148
45 H 2.481 -3.966 -2.443  0.117
46 H 3.900 -3.088 -2.985  0.117
47 H 4.592 -4.547 -0.721  0.051
48 H 3.758 -5.520 -1.684  0.069
49 H 6.177 -2.842 -1.266  0.115
50 H 4.610 -0.113 -2.014  0.090
51 H 0.999 0.107 -0.485  0.107
52 H 2.686 -0.046 -0.148  0.121
53 H 2.969 0.598 -2.743  0.100
54 H 2.610 1.780 -1.487  0.114
55 H 0.179 0.567 -2.508  0.079
56 H 1.044 1.334 -3.789  0.125
57 H 0.595 2.801 -1.151  0.118
58 H 1.188 3.419 -2.669  0.121
59 H -1.100 3.930 -2.138  0.107
60 H -3.199 1.396 -0.903  0.069
61 H -1.846 2.350 -0.242  0.067
62 H -3.213 3.163 -1.038  0.078
63 C -2.820 5.838 3.189  -1.009
64 Cl -2.669 5.009 1.631  0.501
65 Cl -1.725 5.166 4.400  0.539
66 H -2.583 6.885 3.049  0.024
67 H -3.838 5.722 3.542  0.027

## Properties
**2S+1**: 1
**Charge**: 0
**Gap between HOMO and LUMO**: 0.35491 Eh

Record 5
Below is an isolated molecule of C4H12N2 in a non-equilibrium geometry, with properties calculated with wB97M-V/def2-TZVPD.

Each line ends with the Löwdin charge.
Positions of all 18 atoms, in Å:
1 C -1.471 0.884 0.025  -0.305
2 C -0.988 -0.239 -0.935  -0.180
3 C 0.292 -0.868 -0.369  -0.283
4 C 2.508 -0.197 0.335  -0.132
5 N 1.441 -0.018 -0.641  -0.113
6 N -1.941 0.402 1.308  -0.009
7 H -0.649 1.607 0.078  0.096
8 H -2.316 1.364 -0.476  0.100
9 H -0.788 0.146 -1.934  0.107
10 H -1.792 -0.967 -1.048  0.107
11 H 0.159 -1.199 0.675  0.092
12 H 0.504 -1.875 -0.774  0.113
13 H 2.720 0.649 0.985  0.070
14 H 3.475 -0.396 -0.159  0.070
15 H 2.381 -1.097 0.922  0.067
16 H 1.168 0.924 -0.816  0.080
17 H -1.487 -0.481 1.556  0.054
18 H -1.654 1.017 2.061  0.065

## Properties
**ΔE to the lowest compared entry with this formula, charge and spin**: 1.0327 eV
**2S+1**: 1
**Charge**: 0
**Gap between HOMO and LUMO**: 0.35449 Eh

Record 6
Below is a cluster of 2 separate species, C3H7S in total in a non-equilibrium geometry, with properties calculated with wB97M-V/def2-TZVPD.

Each line ends with the Löwdin charge.
Positions of all 11 atoms, in Å:
1 S -2.075 0.082 0.144  0.386
2 H -1.394 0.082 1.292  -0.278
3 C 1.143 1.012 -0.803  -0.128
4 C 1.922 -0.090 -0.011  -0.180
5 C 1.363 -1.303 0.427  0.000
6 H 1.387 1.893 -0.210  0.065
7 H 0.067 1.008 -1.016  -0.003
8 H 1.465 1.035 -1.843  0.064
9 H 2.871 0.233 0.429  0.081
10 H 1.930 -2.003 0.970  0.026
11 H 0.311 -1.275 0.390  -0.034

## Properties
**ΔE to the lowest compared entry with this formula, charge and spin**: 1.8469 eV
**2S+1**: 2
**Charge**: 0
**Gap between HOMO and LUMO (alpha / beta)**: 0.38059 / 0.25445 Eh

Record 7
Below is the ion C5H10N2S2 with charge +2 in a non-equilibrium geometry, with properties calculated with wB97M-V/def2-TZVPD.

Each line ends with the Löwdin charge.
Positions of all 19 atoms, in Å:
1 C -0.276 0.283 1.283  0.036
2 C -0.454 0.334 -1.133  -0.070
3 C 1.104 0.618 1.263  -0.080
4 C -0.953 -0.055 0.162  -0.128
5 C 0.695 0.141 -1.795  0.048
6 N 1.960 0.098 0.339  -0.767
7 N -2.443 -0.257 0.170  0.303
8 S 3.320 1.043 -0.211  0.935
9 S 2.074 -1.733 0.143  0.923
10 H -0.746 0.404 2.167  0.111
11 H -1.029 0.941 -1.745  0.119
12 H 1.546 1.376 1.772  0.105
13 H 1.360 -0.696 -1.808  0.020
14 H 0.864 0.586 -2.702  0.079
15 H -2.912 0.286 0.826  0.159
16 H -2.785 -1.211 0.348  0.209
17 H -2.915 -0.241 -0.699  0.171
18 H 4.232 0.202 0.299  -0.081
19 H 2.089 -2.005 1.438  -0.094

## Properties
**ΔE to the lowest compared entry with this formula, charge and spin**: 1.3333 eV
**2S+1**: 1
**Charge**: +2
**Gap between HOMO and LUMO (alpha / beta)**: 0.27367 / 0.27370 Eh